No. 1
72
Properties=species:S:1:pos:R:3:forces:R:3:mulliken_charge:R:1 method="wB97M-V/def2-TZVPD" gap_ev=6.084 charge=0 largest_force_ha_per_bohr=0.00409 total_energy_ha=-5187.60374 homo_energy_ev=-7.53
Rh -0.307302 -0.068768 -0.825122 -0.02 -0.01 0.05 1.052
O 1.484542 4.089460 5.957204 -0.01 -0.01 0.00 -0.487
C 0.678174 4.229886 4.882167 0.00 0.05 -0.03 0.620
O 0.109887 5.266018 4.689004 0.03 -0.06 0.03 -0.551
C 0.535387 3.042951 3.975469 -0.02 0.00 0.00 1.105
C -0.540943 3.047326 3.089644 0.04 0.01 0.02 -0.930
C -0.731537 1.998133 2.212129 0.07 -0.01 0.01 -0.168
C 0.150235 0.921358 2.238487 -0.06 -0.04 -0.03 -0.505
C 1.239337 0.912337 3.098479 -0.02 0.01 -0.01 -0.295
C 1.431311 1.980021 3.961881 0.00 -0.02 0.01 -1.361
N -0.082007 -0.154624 1.342417 0.03 -0.16 0.08 1.110
C -0.057129 -1.353167 1.777539 -0.02 0.19 -0.09 -0.754
C -0.329665 -2.468563 0.861162 -0.01 0.05 0.00 0.431
C -0.232750 -3.787060 1.262211 0.01 0.05 -0.01 -0.807
C -0.481189 -4.782716 0.326047 0.00 0.00 -0.04 -0.729
C -0.810928 -4.420622 -0.965865 0.02 -0.01 0.01 -0.962
C -0.891983 -3.072029 -1.292998 0.00 0.00 0.05 -0.933
N -0.676375 -2.124579 -0.390351 -0.06 -0.12 0.01 1.536
H 1.794642 3.180322 6.038381 -0.02 0.02 -0.01 0.298
H -1.204867 3.900651 3.091032 -0.01 0.00 0.00 0.428
H -1.531557 2.008410 1.485979 -0.01 0.00 -0.01 0.331
H 1.945843 0.092676 3.064206 0.03 0.01 0.01 0.489
H 2.313486 1.974403 4.591681 0.00 0.00 0.00 0.208
H 0.134030 -1.575784 2.827336 0.00 0.00 -0.02 0.546
H 0.053479 -4.024747 2.277443 0.00 0.00 0.01 0.543
H -0.401852 -5.824957 0.603754 0.00 0.00 0.00 0.457
H -0.992372 -5.162686 -1.730083 0.00 0.00 0.00 0.566
H -1.113267 -2.732317 -2.296870 -0.02 0.00 -0.02 0.580
N -0.842743 -0.599892 -3.815620 -0.01 0.01 -0.09 -0.770
C -0.571143 -0.301150 -2.733436 0.10 -0.02 0.03 -0.302
C 3.241529 0.510389 -0.094913 0.01 0.04 0.00 -1.469
C 2.801930 -0.696032 -0.909480 0.02 -0.11 -0.05 0.974
O 1.471331 -0.997663 -0.891685 -0.06 0.09 0.05 -0.109
C 3.464470 -1.953148 -0.290093 0.04 0.05 0.00 0.343
F 4.805290 -1.905354 -0.321297 0.02 -0.01 0.00 -0.289
F 3.087952 -3.098664 -0.863132 -0.01 -0.03 -0.04 -0.254
F 3.110035 -2.054169 1.016933 -0.01 0.01 0.03 -0.240
C 3.260529 -0.522415 -2.377799 -0.03 0.01 0.00 0.396
F 4.561408 -0.189774 -2.485172 0.05 0.03 0.01 -0.296
F 3.079058 -1.630884 -3.104677 -0.04 -0.03 -0.02 -0.262
F 2.550098 0.456887 -2.950755 0.03 0.02 0.01 -0.179
H 2.970373 0.361881 0.947615 -0.03 0.01 0.01 0.290
H 2.726235 1.386411 -0.464294 -0.03 0.09 -0.05 -0.132
H 4.315187 0.678197 -0.163926 0.01 -0.01 0.01 0.545
Se -0.247816 2.367121 -1.273244 0.00 0.08 0.04 -0.250
C 1.448314 3.247745 -1.117304 -0.02 -0.09 -0.04 -0.212
C 1.870269 3.802106 0.086005 0.03 -0.05 0.02 0.082
C 3.090507 4.459408 0.131086 -0.05 0.02 0.05 -0.354
N 3.894316 4.603265 -0.918761 0.02 0.00 -0.02 -0.662
C 3.468021 4.095198 -2.073300 0.00 0.02 -0.02 -0.389
C 2.262408 3.426712 -2.228440 0.04 -0.02 0.05 -0.145
H 1.268889 3.710884 0.980722 -0.03 0.00 0.00 0.333
H 3.436224 4.893620 1.063571 0.02 0.00 0.01 0.388
H 4.125987 4.228528 -2.924746 0.01 -0.01 -0.01 0.382
H 1.971751 3.034196 -3.191669 0.00 -0.03 -0.02 0.400
C -4.790240 0.631308 0.067468 0.00 0.00 -0.01 -1.196
S -3.330342 -0.395741 0.024153 0.02 0.01 0.02 0.413
O -2.336761 0.535970 -0.659924 -0.01 -0.01 0.01 -0.180
C -3.844800 -1.584084 -1.192872 0.00 -0.01 0.00 0.495
C -4.317649 -2.810889 -0.746469 0.00 -0.01 -0.02 -0.396
C -4.671815 -3.769421 -1.682629 0.00 0.01 0.01 -0.692
C -4.524595 -3.498121 -3.037948 0.01 0.02 -0.01 -0.417
C -4.032482 -2.271941 -3.465179 0.00 -0.01 0.01 -0.728
C -3.691591 -1.296688 -2.539200 -0.03 0.01 0.00 -0.283
H -4.951795 1.026026 -0.933914 0.00 0.00 -0.01 0.369
H -4.601611 1.436826 0.774069 0.00 0.00 0.01 0.446
H -5.633437 0.024014 0.392765 0.00 -0.01 0.00 0.410
H -4.392046 -3.018515 0.314614 0.00 0.00 0.02 0.449
H -5.046052 -4.730510 -1.356782 0.00 -0.01 0.00 0.414
H -4.784793 -4.254593 -3.766467 0.00 -0.01 -0.01 0.408
H -3.891647 -2.072559 -4.518662 0.01 0.00 0.00 0.440
H -3.263381 -0.355820 -2.857572 0.00 0.00 0.00 0.411

***

No. 2
79
Properties=species:S:1:pos:R:3:forces:R:3:mulliken_charge:R:1 method="wB97M-V/def2-TZVPD" gap_ev=5.392 charge=-2 largest_force_ha_per_bohr=0.01495 total_energy_ha=-3590.95010 homo_energy_ev=-2.04
Sr -0.636021 -0.071071 -0.192527 0.75 -0.09 0.14 1.606
O 3.050972 2.754542 -0.506981 0.52 0.24 -0.07 -0.718
C 4.104162 2.043879 -0.047087 -0.15 0.19 -0.04 0.167
C 5.381371 2.595312 -0.170816 -0.04 0.06 -0.03 -0.601
C 6.489568 1.909191 0.290586 -0.01 -0.03 0.00 -0.289
C 6.341840 0.657046 0.881053 -0.02 0.03 -0.02 -0.696
C 5.074524 0.106773 0.989276 -0.04 -0.03 -0.01 -0.536
C 3.941985 0.777445 0.533864 0.04 -0.21 -0.06 0.181
C 2.574569 0.157134 0.592004 0.39 0.31 0.14 -0.123
O 1.589752 0.986480 0.491854 -0.34 -0.37 0.21 0.436
N 2.558150 -1.145010 0.682387 0.02 -0.01 0.09 -0.741
N 1.270078 -1.666109 0.659879 -0.33 0.23 -0.09 0.712
C 1.186787 -2.940069 0.747017 0.00 0.04 0.16 -1.044
C -0.034718 -3.722928 0.825795 -0.20 -0.12 0.03 0.970
C 0.133975 -5.115412 0.830315 -0.08 -0.02 0.01 -0.711
C -0.914530 -5.997570 0.996634 0.13 -0.01 -0.02 -0.733
C -2.194962 -5.467592 1.198369 -0.14 0.06 0.01 -0.276
C -2.413936 -4.112550 1.217849 0.08 -0.03 -0.15 -0.775
C -1.361887 -3.165892 1.003772 0.40 -0.05 0.26 0.166
O -1.596716 -1.918303 1.036210 0.09 0.04 -0.21 -0.479
H 2.256027 2.237924 -0.207972 -0.15 -0.27 -0.02 0.235
H 5.468577 3.572954 -0.630537 0.01 -0.03 0.01 0.402
H 7.473422 2.355247 0.192643 -0.01 -0.01 0.00 0.357
H 7.204418 0.115601 1.249725 0.00 0.01 0.00 0.377
H 4.926487 -0.872455 1.425456 0.00 0.00 0.00 0.421
H 2.116439 -3.514807 0.823975 0.07 0.05 -0.02 0.119
H 1.140566 -5.507886 0.706131 0.00 0.03 0.00 0.282
H -0.745135 -7.067367 0.987223 -0.01 0.00 0.00 0.355
H -3.036117 -6.138796 1.347744 0.01 -0.01 0.00 0.341
H -3.403978 -3.700369 1.372982 0.02 0.00 0.00 0.423
S 2.330811 3.314481 -7.519826 -0.01 -0.02 -0.01 0.046
N 2.988347 2.156172 -6.594227 -0.02 0.04 0.01 -0.734
C 2.229605 2.051894 -5.518095 -0.01 0.06 -0.09 0.983
C 2.424423 1.113890 -4.434439 -0.04 -0.08 0.17 0.277
C 3.438095 0.154706 -4.446579 -0.02 0.04 0.00 -0.730
C 3.504355 -0.743802 -3.411240 0.04 0.00 -0.02 -1.158
C 2.546459 -0.669116 -2.398228 -0.04 -0.03 -0.02 -0.329
N 1.593627 0.247913 -2.359303 -0.04 0.01 -0.07 0.950
C 1.530147 1.143778 -3.352318 0.13 -0.11 -0.03 -0.211
C 0.441205 2.143760 -3.309758 -0.10 0.10 -0.04 -0.377
N -0.319609 2.187276 -2.212518 -0.36 -0.24 0.22 0.854
C -1.411117 2.938308 -2.221938 0.17 0.10 -0.11 -0.168
C -1.766637 3.755253 -3.296246 0.02 0.01 -0.01 -1.249
C -0.936370 3.801880 -4.387974 -0.07 0.03 0.06 -0.995
C 0.192292 2.981363 -4.407011 -0.01 -0.08 0.15 0.210
C 1.118755 2.951601 -5.517064 0.04 0.00 -0.08 0.982
N 1.062661 3.716589 -6.592432 0.05 -0.02 0.01 -0.729
H 4.138399 0.133808 -5.271853 0.00 0.00 0.00 0.485
H 4.269325 -1.507396 -3.368682 0.00 0.01 -0.01 0.473
H 2.565695 -1.376139 -1.576149 -0.01 0.04 -0.09 0.337
H -2.048327 2.863745 -1.346563 0.04 0.02 -0.06 0.312
H -2.687853 4.319607 -3.249384 0.02 0.00 -0.03 0.482
H -1.149927 4.436976 -5.238154 0.03 -0.02 -0.02 0.459
O -3.387045 -1.835099 -3.272382 -0.02 -0.18 0.06 -0.534
P -2.780147 -0.460430 -2.685944 -0.23 0.29 0.27 0.498
O -3.207218 0.689768 -3.520980 0.05 -0.10 -0.12 -0.754
O -1.344526 -0.743053 -2.379748 -0.09 0.00 -0.32 -0.759
O -3.549308 -0.380620 -1.227783 -0.17 -0.01 -0.05 -0.207
P -3.831580 0.818660 -0.170108 0.02 -0.07 -0.33 0.250
O -4.550548 1.964215 -1.071608 0.10 0.20 0.07 -0.538
O -4.719900 0.344487 0.903961 -0.15 0.01 -0.05 -0.786
O -2.496029 1.443996 0.155920 -0.05 0.15 0.26 0.390
H -4.175171 -1.638025 -3.781722 -0.13 0.10 -0.06 0.292
H -5.381722 1.654512 -1.435016 -0.11 -0.12 -0.06 0.316
C -3.152921 3.810363 2.062316 -0.05 0.03 -0.02 -0.963
N -2.140547 3.225859 2.909952 -0.04 0.01 -0.19 0.083
C -2.477603 2.444235 4.078003 0.11 0.01 0.03 -0.406
C -1.104540 1.858055 4.445633 -0.10 -0.01 -0.06 0.403
O -0.875408 1.283225 5.489191 0.01 0.01 0.03 -0.695
N -0.232979 2.108175 3.414385 0.12 -0.01 0.02 -0.601
C -0.889000 2.846222 2.538734 -0.11 -0.04 0.18 0.509
N -0.327691 3.266272 1.381097 0.11 -0.14 -0.15 -0.465
H -3.812639 4.427797 2.676459 0.01 -0.02 0.03 0.376
H -3.745291 3.056077 1.541199 0.04 0.03 0.03 0.176
H -2.689299 4.471291 1.329993 0.01 -0.05 -0.03 0.349
H -3.181767 1.642528 3.832296 0.01 0.00 0.02 0.277
H -2.872028 3.049832 4.894614 -0.04 0.02 -0.01 0.287
H 0.508405 2.740693 1.135098 -0.03 0.04 0.19 0.383
H -0.960024 3.376576 0.602700 -0.08 -0.03 0.03 0.120

***

No. 3
69
Properties=species:S:1:pos:R:3:forces:R:3:nbo_charge:R:1 method="wB97M-V/def2-TZVPD" gap_ev=5.376 charge=-1 largest_force_ha_per_bohr=0.00542 total_energy_ha=-5394.50950 homo_energy_ev=-3.40
Na -1.325097 -0.583195 0.551110 -0.17 0.22 -0.03 0.759
Cl -1.025577 -0.779293 5.852554 0.00 0.00 0.00 -0.042
C -0.758024 0.649822 4.887057 -0.01 -0.03 0.01 -0.205
C -0.451005 1.839518 5.542565 0.01 0.03 -0.01 -0.205
C -0.220219 2.992480 4.841231 -0.01 0.00 0.00 -0.135
Cl 0.164044 4.467109 5.708643 0.00 -0.01 0.00 -0.061
C -0.282019 2.993769 3.429916 0.01 0.04 -0.01 -0.032
C -0.043276 4.129562 2.622234 -0.01 -0.02 0.02 -0.184
C -0.110879 4.021693 1.263114 -0.01 -0.02 -0.01 -0.264
C -0.411554 2.768933 0.696002 0.00 0.03 -0.02 0.037
N -0.638491 1.697857 1.412436 0.01 0.01 0.04 -0.428
C -0.594619 1.781392 2.764082 0.01 0.00 -0.04 0.031
C -0.874905 0.530320 3.482863 0.02 -0.01 0.08 0.447
O -1.158827 -0.529428 2.875660 0.02 -0.09 -0.07 -0.765
H -0.394744 1.846066 6.623286 0.00 -0.01 0.00 0.226
H 0.188346 5.074009 3.096353 0.00 0.00 0.00 0.219
H 0.060411 4.877853 0.623452 0.00 -0.01 0.00 0.210
H -0.473714 2.652799 -0.380733 0.00 0.00 0.02 0.194
N 1.549153 -3.762257 -1.494532 -0.05 -0.01 -0.05 -0.629
C 1.160043 -3.868968 -2.847298 0.06 -0.01 0.05 0.226
C 2.107016 -4.072296 -3.838695 -0.01 0.00 -0.02 -0.261
C 1.710643 -4.211478 -5.162760 0.01 0.01 0.01 -0.210
C 0.370076 -4.115403 -5.497018 -0.01 0.00 -0.01 -0.226
C -0.571796 -3.871226 -4.505400 -0.02 0.01 0.00 -0.208
C -0.186353 -3.765250 -3.177168 -0.03 0.01 -0.02 -0.256
S -1.372998 -3.487254 -1.902844 0.02 0.00 0.01 0.495
N -0.439785 -2.742859 -0.695998 0.01 -0.07 -0.01 -0.604
C 0.805795 -2.970680 -0.620381 0.03 0.02 0.02 0.415
C 1.576961 -2.389361 0.518566 0.01 -0.07 -0.03 0.145
C 2.588723 -3.117755 1.134864 0.01 0.05 0.04 -0.260
C 3.242993 -2.542176 2.213618 0.00 -0.05 -0.03 -0.169
C 2.868862 -1.276406 2.623954 -0.01 0.05 0.03 -0.239
C 1.843134 -0.633469 1.943413 0.01 -0.03 -0.01 0.076
N 1.210212 -1.175693 0.909860 -0.06 0.07 0.03 -0.404
H 2.545716 -3.673110 -1.370780 0.00 0.02 0.01 0.394
H 3.156585 -4.129786 -3.571839 0.00 0.00 0.00 0.205
H 2.455045 -4.381584 -5.929385 0.00 0.00 0.00 0.212
H 0.054028 -4.212516 -6.527051 0.00 0.00 0.00 0.215
H -1.619159 -3.765753 -4.761809 0.01 0.00 0.00 0.226
H 2.827183 -4.122732 0.811537 0.00 0.00 -0.01 0.216
H 4.022483 -3.085766 2.732146 0.00 0.00 0.01 0.213
H 3.341064 -0.793400 3.468264 0.00 0.00 0.00 0.222
H 1.507683 0.350930 2.243482 0.00 0.00 -0.01 0.218
C 1.289999 -0.185772 -4.291120 -0.02 0.04 -0.06 -0.979
As -0.165311 0.117694 -2.992790 0.04 -0.06 0.02 0.905
C -1.614906 -0.371151 -4.210085 0.00 -0.02 -0.03 -0.966
C -0.288225 2.099452 -3.151445 0.01 0.02 0.06 -0.770
C -0.593272 2.628198 -4.511459 0.00 -0.01 0.00 0.072
C 0.418358 2.955836 -5.413024 -0.01 0.00 -0.02 -0.249
C 0.118873 3.417816 -6.687830 0.00 0.00 0.01 -0.220
C -1.202555 3.562450 -7.084059 0.00 0.00 0.00 -0.241
C -2.219692 3.245410 -6.191833 0.00 0.00 -0.01 -0.211
C -1.919906 2.784019 -4.919873 0.00 0.01 0.01 -0.237
H 1.089956 0.306419 -5.244272 0.02 0.00 0.00 0.215
H 1.373869 -1.261041 -4.461645 0.00 -0.01 0.01 0.221
H 2.236868 0.175313 -3.886040 0.00 0.00 0.00 0.212
H -1.458058 0.057876 -5.200441 -0.01 0.00 0.01 0.211
H -2.559341 -0.028230 -3.793865 0.01 -0.01 -0.02 0.253
H -1.637195 -1.456790 -4.281513 -0.01 0.00 0.00 0.217
H 0.663754 2.483078 -2.777605 0.00 0.01 0.00 0.219
H -1.078220 2.371633 -2.451390 0.02 -0.02 -0.03 0.261
H 1.453622 2.852265 -5.107227 0.00 0.00 0.00 0.203
H 0.921377 3.668782 -7.371171 0.00 0.00 0.00 0.202
H -1.438843 3.923899 -8.077249 0.00 0.00 0.00 0.202
H -3.255332 3.359920 -6.488203 0.00 0.00 0.00 0.207
H -2.713061 2.534368 -4.223254 0.02 0.01 -0.01 0.239
F -4.670526 -0.035735 -1.323700 -0.02 0.00 -0.01 -0.592
B -3.373107 0.360617 -1.150810 0.18 -0.03 0.05 0.430
F -3.209787 1.497058 -1.954366 -0.06 -0.04 0.04 -0.619

***

In eV, the LUMO level values for the records above are, in order, -1.4443, 3.3494, 1.9729.
In eV, the energy above the lowest of the compared OMol25 structures with the same formula, charge and spin values for the records above are, in order, 0.000, 1.489, 2.525.
In g/mol, the molar mass values for the records above are, in order, 833.48, 869.22, 708.26.